{"formula": "C52H45ClIrN6O2P", "method": "ωB97M-V/def2-TZVPD", "gap_ev": [6.75, 2.79], "homo_ev": [-13.83, -14.24], "energy_ev": -92313.246, "multiplicity": 6, "total_charge": 3, "e_above_lowest_kj_mol": 221.6, "largest_force_ha_per_bohr": 0.028, "e_lumo_ev": [-7.08, -11.44], "elements": ["Ir", "C", "C", "C", "C", "C", "C", "C", "N", "N", "C", "C", "C", "C", "C", "C", "N", "C", "C", "C", "C", "C", "C", "N", "H", "H", "H", "H", "H", "H", "H", "H", "H", "H", "H", "H", "H", "H", "H", "H", "H", "H", "H", "H", "Cl", "C", "C", "C", "C", "C", "C", "P", "C", "C", "C", "C", "C", "C", "C", "C", "C", "C", "C", "C", "H", "H", "H", "H", "H", "H", "H", "H", "H", "H", "H", "H", "H", "H", "O", "C", "N", "C", "C", "O", "N", "C", "C", "C", "C", "C", "C", "C", "C", "C", "C", "C", "C", "H", "H", "H", "H", "H", "H", "H", "H", "H", "H", "H"], "positions_angstrom": [[1.1328, -0.3926, 0.8187], [1.1828, -1.7772, 3.4555], [1.4909, -0.4760, 4.1728], [2.3501, 0.5377, 3.4587], [3.1783, 1.3304, 4.2493], [3.9032, 2.3671, 3.6960], [3.7798, 2.6022, 2.3327], [2.9731, 1.7692, 1.5953], [2.2711, 0.7466, 2.1298], [0.2325, -1.6613, 2.3266], [0.1994, -2.9772, 1.6308], [-0.1760, -2.8514, 0.1875], [-0.7135, -3.9091, -0.5226], [-0.8892, -3.7836, -1.8898], [-0.5621, -2.5760, -2.4960], [-0.0781, -1.5459, -1.7215], [0.1376, -1.6855, -0.4033], [-1.1445, -1.2495, 2.7283], [-1.4929, 0.2745, 2.6124], [-3.4829, 1.8278, 2.0932], [-2.7556, 2.9922, 2.1247], [-1.3830, 3.1611, 1.9081], [-0.4536, 2.1611, 1.5373], [-0.5184, 0.8702, 1.7040], [0.7909, -2.4893, 4.1888], [2.1144, -2.1839, 3.0571], [2.0024, -0.7396, 5.0975], [0.5597, 0.0185, 4.4624], [3.2443, 1.1234, 5.3082], [4.5401, 2.9839, 4.3156], [4.2979, 3.4181, 1.8504], [2.8619, 1.9302, 0.5335], [-0.4529, -3.6816, 2.1531], [1.2111, -3.3913, 1.6482], [-0.9657, -4.8272, -0.0101], [-1.2731, -4.6112, -2.4701], [-0.6704, -2.4359, -3.5619], [0.1477, -0.5815, -2.1537], [-1.3174, -1.5694, 3.7570], [-1.8387, -1.7921, 2.0897], [-4.5614, 1.9228, 2.1391], [-3.3198, 3.9064, 2.2656], [-1.0128, 4.1779, 1.8969], [0.4441, 2.5117, 1.0344], [-2.0877, 2.2830, -1.7210], [-3.7635, 2.1860, -1.2900], [-4.6232, 3.1549, -1.7823], [-5.9783, 3.0613, -1.5148], [-6.4775, 2.0037, -0.7738], [-5.6206, 1.0416, -0.2699], [-4.2440, 1.1224, -0.5003], [-3.1006, -0.1196, 0.2110], [-4.0891, -1.6446, 0.0365], [-4.1794, -2.6930, 0.9570], [-4.9104, -3.8346, 0.6568], [-5.5236, -3.9703, -0.5792], [-5.4092, -2.9525, -1.5168], [-4.6909, -1.8070, -1.2187], [-2.9934, 0.4259, 2.0823], [-1.3717, 0.9454, 3.9684], [-2.0962, 0.6466, 5.0710], [-3.1914, -0.2341, 5.1932], [-4.0391, -0.6877, 4.1706], [-4.0104, -0.3944, 2.8408], [-4.2350, 3.9647, -2.3847], [-6.6485, 3.8169, -1.9014], [-7.5408, 1.9257, -0.5903], [-6.0196, 0.2201, 0.3117], [-3.7266, -2.6156, 1.9359], [-5.0071, -4.6160, 1.3995], [-6.0940, -4.8607, -0.8073], [-5.8835, -3.0483, -2.4852], [-4.6022, -1.0211, -1.9588], [-0.6138, 1.7155, 4.0463], [-1.7926, 1.1415, 5.9877], [-3.4907, -0.4852, 6.2026], [-4.8918, -1.2698, 4.5034], [-4.8959, -0.6380, 2.2670], [3.2758, -1.6391, 0.2357], [3.3289, -0.8679, -0.7202], [4.2318, -0.7834, -1.7163], [3.8736, 0.2396, -2.6867], [2.5052, 0.7417, -2.0480], [1.7742, 1.5720, -2.5374], [2.3352, 0.0734, -0.8892], [3.7168, -0.2853, -4.1086], [2.8050, 0.2646, -5.0186], [2.7686, -0.1768, -6.3284], [3.6432, -1.1718, -6.7546], [4.5560, -1.7193, -5.8581], [4.5899, -1.2937, -4.5461], [4.8479, 1.3961, -2.7338], [6.1958, 1.1944, -2.3565], [7.0978, 2.2164, -2.4854], [6.6803, 3.4819, -2.9517], [5.3465, 3.6931, -3.3279], [4.4418, 2.6673, -3.2263], [4.9874, -1.4384, -1.8260], [2.1127, 1.0272, -4.6970], [2.0505, 0.2444, -7.0183], [3.6090, -1.5231, -7.7769], [5.2585, -2.4723, -6.1894], [5.3265, -1.7207, -3.8776], [6.5330, 0.2312, -2.0025], [8.1371, 2.0459, -2.2373], [7.3914, 4.2963, -3.0102], [5.0267, 4.6634, -3.6810], [3.4110, 2.8359, -3.5030]], "mulliken_spin": [1.700, -0.014, 0.059, 0.007, -0.008, 0.008, 0.002, 0.004, -0.048, 0.049, -0.009, 0.019, -0.003, 0.015, -0.006, 0.040, -0.167, 0.083, -0.141, 0.319, -0.038, 0.355, 0.102, 0.482, -0.005, -0.008, -0.003, -0.018, 0.000, 0.000, 0.000, 0.006, -0.002, 0.003, 0.001, -0.001, 0.000, 0.004, -0.003, -0.024, 0.010, 0.019, -0.010, 0.045, 0.002, -0.011, -0.005, 0.005, -0.003, 0.005, 0.035, 0.052, -0.015, 0.034, 0.010, 0.003, 0.003, 0.009, 0.093, 0.302, -0.047, 0.421, -0.107, 0.321, 0.000, 0.000, 0.000, 0.002, -0.013, 0.000, 0.000, 0.000, 0.001, -0.015, 0.007, -0.008, 0.005, 0.021, 0.105, -0.026, 0.001, -0.052, 0.044, 0.009, -0.015, 0.178, 0.038, -0.012, 0.090, -0.006, 0.026, 0.273, -0.013, 0.093, 0.232, 0.005, 0.109, -0.002, -0.001, 0.000, 0.001, 0.000, -0.002, -0.005, 0.002, -0.002, 0.002, 0.000]}